Entry 1:
7
Properties=species:S:1:pos:R:3:forces:R:3 method="wB97M-V/def2-TZVPD" orbital_gap_ha="0.301 / 0.301"
C 1.150 0.261 0.069 -4.778 -0.835 -1.212
C -0.881 0.342 -0.335 3.909 4.379 -0.597
N -1.059 -0.838 -0.077 -0.092 -3.082 0.716
N -0.462 -1.812 0.082 -1.206 -1.906 0.420
O 1.289 -0.878 0.321 2.525 1.138 -0.045
Cl -1.670 1.731 0.161 -0.951 0.634 0.150
H 1.633 1.194 -0.221 0.591 -0.328 0.567

***

Entry 2:
155
Properties=species:S:1:pos:R:3:forces:R:3 method="wB97M-V/def2-TZVPD" orbital_gap_ha=0.358 charge=+2
C 3.722 -7.343 -4.840 1.428 -0.912 -1.300
O 3.198 -6.827 -3.673 -0.936 1.023 0.332
C 2.703 -5.487 -3.717 0.852 -0.607 -0.328
C 2.077 -5.259 -2.369 0.541 -1.313 1.079
N 3.057 -5.216 -1.166 -0.825 0.118 -2.287
H 3.452 -6.152 -1.074 0.045 0.215 -0.280
H 4.230 -4.222 -1.776 -0.101 -0.126 0.416
C 2.509 -4.887 0.150 -0.657 -1.778 -0.020
C 1.433 -5.881 0.563 -0.004 -0.086 0.569
O 0.256 -5.474 -0.147 -0.297 -0.638 1.485
C -0.916 -6.255 0.161 0.185 0.012 -1.015
H 4.721 -6.914 -5.096 -0.678 0.152 0.050
H 3.086 -7.348 -5.761 0.053 0.418 0.844
H 3.943 -8.388 -4.619 -0.115 -0.073 -0.079
H 1.942 -5.334 -4.523 0.279 -0.360 0.581
H 3.513 -4.772 -3.956 -0.069 -0.232 0.220
H 1.294 -6.039 -2.260 0.511 0.483 0.223
H 1.610 -4.329 -2.457 -0.801 1.548 0.400
H 2.037 -3.923 0.255 0.330 0.663 -0.321
H 3.321 -5.039 0.841 0.455 0.507 0.385
H 1.429 -6.002 1.711 -0.933 0.758 -1.385
H 1.690 -6.885 0.250 0.264 -0.467 -0.351
H -1.757 -5.652 -0.249 0.375 -0.583 0.621
H -0.964 -6.436 1.236 -0.334 0.211 0.018
H -0.923 -7.258 -0.348 0.218 0.844 0.300
C -1.197 1.310 4.296 0.339 -0.036 -0.103
O -0.657 2.505 3.736 0.146 -0.401 -0.465
C -0.251 2.155 2.403 -0.097 0.282 1.279
C 0.686 3.195 1.845 -0.145 -1.038 0.962
N 1.057 2.736 0.486 0.915 2.376 -0.157
H 1.442 1.798 0.406 -0.079 -0.778 0.438
H 0.221 2.972 -0.133 0.411 -0.598 -0.439
C 2.164 3.697 0.050 0.286 -0.167 2.351
C 3.560 3.040 0.027 -2.900 -1.124 0.582
O 3.431 2.077 -1.010 0.810 -0.216 0.034
C 4.656 1.416 -1.387 0.879 0.573 1.397
H -1.858 0.865 3.509 0.188 -0.046 1.051
H -1.709 1.561 5.232 -0.122 -0.069 -0.417
H -0.357 0.605 4.549 -0.873 0.442 -0.397
H -1.131 2.022 1.780 -0.263 0.163 -0.340
H 0.243 1.194 2.475 0.502 -0.285 -0.325
H 1.555 3.381 2.528 -0.528 -0.564 -0.806
H 0.192 4.149 1.720 -0.239 0.233 -0.052
H 2.104 4.464 0.859 0.586 -0.183 -1.037
H 1.885 4.135 -0.858 -0.291 0.476 -1.533
H 3.686 2.585 1.068 0.561 0.391 -1.407
H 4.197 3.844 -0.238 1.332 0.504 0.009
H 5.453 2.194 -1.540 -0.570 -0.767 0.148
H 4.534 0.861 -2.299 -0.421 -0.074 -0.384
H 4.985 0.677 -0.601 -0.305 0.815 -0.580
C -2.170 0.497 -6.509 0.944 -0.849 -0.923
C -2.215 0.355 -4.980 -0.398 1.211 -0.651
C -0.877 0.105 -4.318 -0.257 1.656 -0.527
C -1.097 0.005 -2.836 0.343 0.188 1.459
N 0.139 -0.440 -2.016 0.565 -0.334 -2.576
C 0.458 -1.891 -2.438 -0.274 0.059 1.924
C -0.616 -2.725 -1.730 0.555 -0.146 0.950
C -0.948 -1.864 -0.448 -1.289 0.040 -1.234
C -0.147 -0.569 -0.561 -0.289 -0.466 -0.214
C 1.353 0.373 -2.447 -0.289 0.042 0.898
H -1.718 1.441 -6.890 -0.583 -0.387 0.566
H -3.191 0.359 -6.907 0.557 0.286 -0.001
H -1.511 -0.284 -6.989 -0.787 0.444 0.535
H -2.880 -0.471 -4.728 -0.360 0.286 0.131
H -2.580 1.355 -4.647 -0.305 -0.984 0.361
H -0.280 1.000 -4.586 0.181 -0.691 0.262
H -0.490 -0.769 -4.792 0.691 -0.656 -0.071
H -1.881 -0.723 -2.615 0.082 0.076 0.017
H -1.419 0.973 -2.404 0.235 -0.570 -0.324
H 1.439 -2.077 -1.950 -0.350 0.001 -0.862
H 0.417 -1.999 -3.508 0.534 0.130 -0.214
H -0.202 -3.736 -1.463 -0.522 1.026 -0.179
H -1.488 -2.866 -2.362 -0.103 -0.028 0.029
H -0.737 -2.351 0.456 0.894 -0.924 1.193
H -2.028 -1.689 -0.313 0.222 0.154 -0.620
H 0.762 -0.701 0.016 0.363 0.446 -0.393
H -0.696 0.301 -0.252 -0.226 0.507 0.244
H 1.486 0.289 -3.513 -0.038 -0.322 -0.187
H 2.199 -0.048 -1.926 0.267 -0.108 0.108
H 1.293 1.435 -2.214 -0.492 -0.087 0.241
C -5.823 2.963 -5.109 -1.122 0.373 -0.239
C -5.509 2.544 -3.704 -0.818 -0.982 0.611
C -5.910 3.585 -2.653 -0.348 1.187 -0.733
C -5.699 3.104 -1.264 -0.679 -1.378 0.554
N -5.519 4.200 -0.203 -0.246 -1.498 -0.072
C -6.825 4.928 -0.054 1.028 2.000 -0.627
C -6.484 6.438 0.240 1.322 -1.754 -0.295
C -5.275 6.558 -0.714 -0.596 0.325 -0.683
C -4.513 5.230 -0.605 1.037 0.685 -0.493
C -5.172 3.468 1.097 0.706 -0.129 -0.525
H -5.436 3.954 -5.326 0.407 0.014 -0.263
H -6.896 3.060 -5.221 -0.444 0.126 0.019
H -5.574 2.230 -5.869 0.590 -0.004 0.001
H -4.442 2.503 -3.603 0.532 -0.804 0.157
H -6.017 1.543 -3.508 0.847 1.069 -0.018
H -6.928 4.004 -2.823 0.633 -0.309 0.008
H -5.165 4.386 -2.740 -0.551 0.175 -0.665
H -4.767 2.559 -1.267 0.371 -0.269 0.350
H -6.534 2.387 -0.963 1.044 1.137 0.097
H -7.394 4.332 0.574 -1.318 -0.610 1.601
H -7.307 4.936 -1.018 -0.080 -0.114 -0.342
H -6.079 6.640 1.226 -0.604 -0.150 0.487
H -7.317 7.071 -0.020 -0.126 0.234 0.096
H -4.651 7.427 -0.604 0.514 0.218 0.944
H -5.660 6.813 -1.696 -0.147 -0.870 -0.602
H -3.677 5.291 0.104 -0.595 -0.167 0.291
H -4.009 4.906 -1.526 -0.325 0.195 0.315
H -5.858 2.614 1.214 0.537 0.207 -0.314
H -5.410 4.141 1.877 -0.100 0.821 0.904
H -4.073 3.202 1.173 -1.433 0.151 -0.641
C -0.269 -3.342 5.578 -1.175 0.866 -0.290
C 0.721 -3.223 4.457 0.377 -1.208 -0.974
C 2.033 -2.522 4.839 -0.961 0.788 -0.100
C 1.777 -1.022 4.719 0.891 -0.622 -1.720
N 2.792 -0.116 5.320 0.626 -2.592 2.370
C 2.487 0.231 6.758 -0.504 -1.445 1.110
C 3.089 1.578 7.026 -0.763 2.400 -0.327
C 3.433 2.143 5.607 1.457 -0.572 0.181
C 2.784 1.121 4.673 0.181 3.071 -2.169
C 4.152 -0.732 5.296 2.061 2.051 -0.059
H -0.687 -2.366 5.860 0.117 0.006 -0.026
H 0.135 -3.749 6.473 0.336 -0.710 0.673
H -1.131 -3.913 5.219 0.153 -0.129 0.360
H 0.217 -2.659 3.675 0.100 0.044 -0.465
H 0.868 -4.265 4.039 0.269 1.182 0.388
H 2.882 -2.747 4.202 0.011 -0.469 0.140
H 2.157 -2.718 5.890 0.736 -0.505 0.453
H 0.855 -0.799 5.176 -1.096 0.470 0.392
H 1.816 -0.734 3.651 -0.459 -0.336 0.512
H 2.866 -0.561 7.414 0.187 0.123 -0.276
H 1.409 0.153 6.895 -0.075 0.503 -0.219
H 3.938 1.604 7.681 0.455 -0.420 0.237
H 2.370 2.331 7.481 0.565 -1.313 -0.364
H 4.533 2.370 5.437 -1.261 -0.759 0.204
H 2.948 3.071 5.482 -0.515 1.100 -0.244
H 3.241 0.980 3.679 -0.267 0.313 0.294
H 1.732 1.421 4.539 0.272 -0.121 -0.088
H 4.101 -1.731 5.615 -0.113 -1.065 0.732
H 4.820 -0.121 6.017 -1.019 -1.039 -1.344
H 4.557 -0.751 4.258 -0.464 0.302 0.756
O 2.866 -1.423 0.289 -0.220 0.196 -1.043
C 2.993 -0.700 1.450 0.541 -0.795 0.832
O 3.612 -1.265 2.377 -0.054 0.462 -0.314
O 2.417 0.408 1.460 -0.346 0.155 -0.128
H 3.523 -2.133 0.229 -0.120 0.217 0.464
O 6.155 -1.883 -2.523 -0.648 0.704 -0.166
C 4.968 -2.542 -2.388 1.769 0.493 0.215
O 5.102 -3.730 -1.931 0.972 -1.679 0.201
O 3.935 -1.991 -2.564 -2.077 1.298 -0.495
H 6.822 -2.330 -3.042 0.174 -0.642 0.097
O -2.463 3.314 -2.707 -0.563 -0.788 1.618
C -1.779 3.109 -1.478 0.608 0.888 1.152
O -2.362 2.673 -0.442 -0.236 0.313 -2.423
O -0.575 3.483 -1.501 -0.160 -0.394 -0.299
H -1.853 3.658 -3.368 0.424 0.094 0.321